Here is a 4-piece molecular cluster, C31H73BrFN6O6PS2 overall at a distorted geometry from the Open Molecules 2025 dataset. Energies are from ωB97M-V with the def2-TZVPD basis set.

The geometry in XYZ format:
```
121
Properties=species:S:1:pos:R:3:forces:R:3:mulliken_charge:R:1
C 4.5267 -3.5610 2.4993 -1.0327 -0.1876 -0.4186 -1.0069
C 2.8917 -3.8996 2.3542 2.8821 -0.3741 1.0313 0.3481
N 2.2300 -2.6098 2.0419 -1.1438 0.1550 0.5929 0.4831
C 0.9040 -2.6683 1.3520 2.2585 -3.6465 -1.7962 -0.5196
S 0.0629 -4.2159 2.0959 -0.3254 1.1945 1.1623 -0.2339
C 1.2729 -3.2639 -0.1824 -0.9716 -0.2471 -1.1785 -0.7867
C 2.4914 -2.4941 -0.9260 0.4991 -0.3807 -1.2106 -0.0483
C 3.8046 -3.4618 -1.2846 -0.5338 1.6490 -0.9760 -0.3967
C 4.9068 -2.4198 -1.9898 -0.5852 0.1946 0.1623 -0.3870
O 6.0860 -2.2607 -1.0906 -1.1536 1.8556 -1.2110 -0.5470
O 0.1549 -1.5288 1.0984 0.9041 0.0396 0.6325 0.0804
C -0.6749 -0.7697 1.9293 -2.8384 2.2310 -0.8312 0.3623
C -2.1694 -0.7033 1.1738 -0.3766 -0.3362 -0.3065 -0.5478
C -2.7343 -2.0574 0.4938 1.1388 -4.3867 -2.9149 -0.2984
O -2.1239 -3.1015 -0.0375 -2.8848 6.4091 3.4961 -0.4873
N -4.2681 -2.0842 0.2850 1.1576 1.0356 0.9654 0.0689
C -5.0077 -2.2895 1.5784 -1.7547 -0.1094 0.3280 -0.6369
C -4.7275 -0.8597 -0.4744 0.0501 0.7190 -0.9294 -0.6441
P -1.1078 -1.3463 3.6881 2.1817 -1.5215 1.9685 0.5907
C -1.6212 0.0189 4.8975 -1.6407 1.0706 0.6714 -0.7438
C -2.4950 -2.6290 3.8034 -2.1835 0.3403 0.6962 -0.9990
C -0.0831 0.8074 1.9337 -0.7917 -0.1236 -1.4419 -0.0783
S -1.5450 2.0620 2.1201 -0.2839 -0.3588 -0.8441 -0.2025
C 0.6001 1.2760 0.5296 1.6876 1.5357 -1.2351 -0.1296
C 2.2198 1.1034 0.3949 0.6109 0.3292 -0.4515 -0.8839
F 0.0146 0.7598 -0.7242 0.3702 0.4273 2.3979 -0.2139
N 0.7407 1.1942 3.0859 -1.3559 1.8701 -0.8665 0.1325
Br 2.0757 0.1958 3.7658 0.6871 -1.5021 0.3110 0.0845
C 1.1187 2.6214 3.2526 1.9168 2.4532 1.5477 -0.8143
C 0.4849 3.3556 4.6190 0.5856 -0.0023 -0.3438 -0.8097
H 4.8352 -2.9881 1.5154 -0.3095 -1.0220 2.1213 0.2595
H 4.7308 -2.9152 3.4801 -0.3131 -1.4652 -2.2487 0.2333
H 5.0684 -4.6005 2.5134 -0.8011 2.1688 0.1933 0.3482
H 2.8387 -4.7521 1.5592 -0.2576 1.7051 1.2488 0.3052
H 2.6172 -4.3823 3.4116 0.1554 1.2289 -2.4247 -0.6440
H 2.8500 -1.8326 1.7531 -0.6095 -1.1208 0.0594 0.1950
H 0.2174 -3.9998 3.4945 -0.0816 0.1021 -1.6853 -0.0251
H 1.5114 -4.4323 -0.1372 -0.3985 2.6587 0.1586 0.5087
H 0.3257 -3.1880 -0.9052 1.8890 -0.0949 1.9002 0.3994
H 2.0978 -2.1296 -1.9927 0.8259 -0.6388 2.3663 0.3632
H 2.9208 -1.5463 -0.4021 -1.0246 -1.7526 -0.6775 -0.3550
H 4.2331 -3.9821 -0.3282 -0.7014 0.9432 -2.0441 0.1880
H 3.4603 -4.2027 -2.1296 0.7394 1.1170 1.9623 0.3111
H 4.4325 -1.3324 -2.1065 0.6945 -2.4443 0.1392 0.2158
H 5.2149 -2.7715 -3.0778 -0.4123 0.5501 2.3518 0.2472
H 6.2452 -1.2638 -1.0777 -0.1166 -2.1894 0.0469 0.3267
H -2.1933 0.0714 0.2734 0.0417 -1.6370 1.9615 0.2555
H -2.9549 -0.4225 2.0293 1.5928 -0.3581 -2.2666 0.2970
H -6.1524 -2.4682 1.2906 2.4406 0.4042 0.5638 0.3192
H -4.6816 -3.2644 2.1810 -0.4399 2.3496 -1.5330 0.2156
H -5.0119 -1.3222 2.2709 0.1735 -1.9467 -1.1527 0.1970
H -4.0016 -0.7172 -1.4016 -1.5839 -0.3856 1.8736 0.2343
H -5.8340 -0.9718 -0.8978 2.4218 -0.0406 1.0680 0.2974
H -4.6839 0.1437 0.1314 -0.1479 -1.7363 -0.8228 0.1965
H -0.7129 0.6736 5.2541 -1.8225 -1.3455 -0.9755 0.1749
H -2.5105 0.6977 4.4874 1.9757 -1.1748 0.9463 0.2959
H -2.0711 -0.5089 5.8685 1.1000 0.8086 -2.1910 0.3734
H -2.3640 -3.1983 4.8444 0.0823 1.2069 -2.3753 0.2779
H -2.5760 -3.4000 2.9292 0.4026 1.6100 1.7068 0.2887
H -3.5205 -2.0298 3.9238 1.9406 -1.4882 -0.3947 0.3171
H -2.0860 2.1817 0.8099 1.0484 -0.4261 1.4255 0.1094
H 0.4250 2.4582 0.4544 0.2216 -2.7628 0.1243 0.5323
H 2.6823 0.1668 0.9103 -1.0861 1.8136 -0.7998 0.0978
H 2.5523 1.0478 -0.7504 -1.0915 0.1665 2.4306 0.2536
H 2.7328 2.0860 0.8238 -1.0746 -2.1901 -0.7099 0.2771
H 0.9940 3.3425 2.3482 -0.2042 -1.6872 1.4626 0.2435
H 2.2943 2.6244 3.4801 -2.5778 0.1820 -0.7465 0.4138
H -0.6733 3.1922 4.6950 2.3278 0.3072 -0.0469 0.1763
H 1.0681 2.9628 5.5826 -1.5191 0.6796 -2.0979 0.2092
H 0.7225 4.5131 4.5426 -0.5749 -2.3885 0.0974 0.3470
C 2.6684 -5.2246 8.1222 0.2638 -0.1009 0.1580 -1.4087
C 1.5648 -5.9062 7.3173 -0.0793 0.4275 0.0877 0.1134
C 1.2312 -5.1803 5.9944 -0.4151 -0.1982 0.0767 -0.2096
O 0.4269 -4.0074 6.1558 0.5273 -0.3075 -0.2820 -0.2595
C 1.1588 -2.8372 6.4881 -0.4015 0.1976 0.1466 -0.3803
N 0.3751 -6.0535 8.1680 -0.2092 0.1083 -0.3371 -0.7844
H 2.3271 -4.3106 8.6156 -0.0403 -0.0991 -0.1191 0.2846
H 3.0330 -5.8938 8.9103 -0.1354 0.0989 -0.1457 0.3608
H 3.5198 -4.9711 7.4826 -0.0792 0.0108 0.0435 0.3342
H 1.9280 -6.9088 7.0587 -0.1323 0.0943 -0.0741 0.4683
H 0.6311 -5.8626 5.3790 -0.0254 0.1206 0.0867 0.3822
H 2.1346 -4.9570 5.4157 0.0772 0.1259 0.1305 -0.0053
H 2.1404 -2.8119 6.0060 0.0073 -0.0704 0.0121 0.2517
H 1.2623 -2.7562 7.5717 0.2408 0.0366 0.0381 0.2736
H 0.5847 -1.9710 6.1475 0.0424 -0.1756 -0.1287 0.0180
H -0.3280 -6.5867 7.6549 0.1437 -0.0133 0.1693 0.2906
H -0.0487 -5.1253 8.2600 0.1885 -0.2681 0.0581 0.3435
C 0.4211 2.8177 -5.7011 0.0781 -0.1271 -0.2796 -1.2498
C -0.0557 2.1718 -4.4027 0.1222 0.4430 0.0032 0.2905
C -1.3431 2.8110 -3.8349 0.1524 -0.1377 0.4107 -0.4568
O -1.1329 4.0603 -3.1686 -0.3003 -0.3598 -0.3576 -0.3807
C -1.0851 5.1844 -4.0343 0.0486 0.0452 0.3490 -0.5740
N 1.0404 2.2028 -3.4237 -0.2556 0.0762 0.3184 -0.7009
H 0.8810 3.7966 -5.5409 -0.1343 -0.0918 0.0442 0.2747
H 1.1766 2.1871 -6.1846 -0.1107 0.0789 0.1646 0.4100
H -0.4082 2.9399 -6.4051 0.0805 0.0767 0.0751 0.1200
H -0.2832 1.1228 -4.6301 -0.0559 0.0866 0.1552 0.4318
H -1.7434 2.1357 -3.0683 0.1155 0.1358 0.0081 0.2137
H -2.1213 2.9038 -4.6009 0.0689 0.1434 -0.1321 0.3543
H -1.7661 5.0818 -4.8841 0.2165 -0.1196 0.0394 0.1254
H -0.0627 5.3464 -4.3804 -0.0978 0.0643 -0.2901 0.2401
H -1.3809 6.0666 -3.4597 -0.0159 -0.1260 0.0701 0.3256
H 0.7463 1.6930 -2.5897 0.0961 -0.0313 -0.1752 0.1385
H 1.1265 3.1694 -3.0954 0.0320 -0.2608 -0.2037 0.3456
C -2.2539 4.4214 -8.8101 -0.0137 -0.3079 0.0168 -1.4815
C -2.7118 5.5578 -7.8996 0.2551 0.1470 -0.3707 0.4799
C -3.4322 6.6979 -8.6544 0.1240 0.2869 0.3244 -0.8148
O -2.5540 7.5805 -9.3603 -0.5122 -0.4636 0.0034 -0.3785
C -2.1689 7.1177 -10.6461 0.2563 0.3058 0.1031 -0.6413
N -1.5556 6.0576 -7.1417 -0.1307 0.3909 -0.1817 -0.5261
H -1.3787 4.6874 -9.4088 -0.1125 0.0612 0.0900 0.2810
H -1.9761 3.5445 -8.2135 -0.0312 0.1964 -0.0733 0.2631
H -3.0555 4.1183 -9.4912 0.0806 0.0412 0.0406 0.3937
H -3.4297 5.1305 -7.1882 0.0026 0.1580 -0.0264 0.3203
H -3.9394 7.3251 -7.9104 0.1540 0.0027 -0.1040 0.3473
H -4.2147 6.3132 -9.3182 0.1027 -0.0850 -0.1206 0.4549
H -2.9716 6.5678 -11.1458 0.0208 -0.0602 0.0790 0.2914
H -1.2726 6.4998 -10.5679 -0.0596 -0.1627 -0.1794 0.2233
H -1.9151 7.9886 -11.2569 -0.0900 -0.0379 0.1371 0.2602
H -1.8821 6.7558 -6.4726 0.0654 -0.1493 -0.0493 0.2777
H -0.9787 6.6002 -7.7915 -0.1240 -0.2466 0.1675 0.2556
```
Positions in Å, forces in eV/Å.

The HOMO energy comes out at -7.43 eV. The spin multiplicity is 1. As for the SMILES: CCN[C@](S)(CCCCO)O[C@@](CC(=O)N(C)C)(P(C)C)[C@](S)([C@@H](C)F)N(Br)CC.COC[C@@H](C)N.COC[C@@H](C)N.COC[C@@H](C)N. As for the net charge: 0. Its LUMO energy is 0.188 eV. As for the frontier orbital gap: 7.62 eV. The calculation puts the relative energy (zero: lowest compared OMol25 entry of this formula, charge and spin) at 8.835 eV.